# 1
The following is a quantum chemistry calculation of C34H50F3N4O3SbTi as an isolated structure, from the Open Molecules 2025 dataset.

Calculated values
Energy above the lowest of the compared OMol25 structures with the same formula, charge and spin in kcal/mol: 1.9
Orbital gap (spin up / spin down) in eV: 6.04 / 6.51
Calculated total energy in hartree: -3158.74822
Total charge: +3
Spin multiplicity: 2

```
96
Properties=species:S:1:pos:R:3:forces:R:3
H -3.64766 0.53677 3.18021 -0.008 0.000 -0.006
C -3.53158 -0.43028 6.39308 -0.004 0.010 -0.010
C -5.96726 -3.29484 -0.43565 -0.017 -0.008 0.013
H -0.65031 2.80890 -1.09804 -0.008 0.016 0.016
C -5.22627 -3.37135 2.25416 0.014 -0.004 0.018
H -2.32526 -3.18591 4.89317 0.005 -0.004 0.005
H 0.00126 -3.54427 -1.74871 0.010 0.007 -0.002
C 1.36262 -0.25755 2.80041 -0.011 0.008 0.028
F -3.82012 0.02978 7.60483 0.000 -0.001 0.002
C -4.75254 -2.76709 -0.02770 0.028 -0.001 -0.008
H -4.19068 1.36980 5.44938 0.002 -0.001 -0.005
H -3.04669 3.10022 -1.36063 -0.008 -0.008 0.010
C -1.41616 -3.80625 2.33556 0.055 0.017 0.026
F -7.95855 -4.36149 0.14483 0.001 0.001 0.007
C -2.71177 -2.17946 4.99622 -0.032 -0.003 -0.004
C -4.36904 -2.80212 1.31174 0.009 -0.077 -0.007
H 1.69026 -1.10160 -2.10144 0.005 -0.007 0.002
H -7.12628 -4.34690 2.57753 0.003 0.003 0.001
H -3.22000 1.61762 -2.29289 0.000 0.003 0.000
H 1.58913 -0.84576 3.69332 -0.001 -0.006 -0.004
Sb -2.50025 -2.02975 1.90266 -0.106 0.060 -0.040
C 2.97541 1.71686 -0.99639 0.009 0.010 -0.006
O -2.78115 1.32423 -0.29664 -0.017 0.005 0.015
C -0.26893 -3.73713 3.13053 -0.002 0.017 0.007
C -2.65149 2.08373 -1.47894 0.008 0.004 0.000
O -0.44011 -1.59988 -1.15344 -0.083 -0.127 0.045
C 0.53625 -4.84981 3.33338 -0.006 -0.008 -0.003
H 3.96777 1.54004 -0.57974 -0.002 -0.009 0.007
H 3.46895 0.48171 -2.69550 -0.005 0.001 -0.012
H 4.16903 -1.15751 -1.46328 0.001 0.006 -0.001
H -4.21365 0.52752 0.93421 0.021 0.007 0.014
C 2.49899 -1.97940 1.45862 0.007 0.011 0.022
H -4.75817 0.81115 -0.72651 -0.001 -0.001 -0.005
H -4.95202 -3.40101 3.30230 -0.004 0.001 -0.005
C -0.96466 -6.15074 1.94335 0.020 -0.013 0.009
H -1.58038 -2.08163 -2.82933 0.004 0.005 -0.011
N -0.44634 1.02547 1.67839 -0.060 0.009 0.047
H 1.80726 1.06477 -2.66883 -0.009 -0.002 0.002
F 0.94530 -7.10668 2.90107 -0.011 -0.009 -0.006
H -1.04044 2.62052 -2.81271 0.012 -0.001 -0.002
H -6.28670 -3.28248 -1.46874 0.003 0.003 0.001
H 3.79753 -0.32114 0.92826 -0.001 -0.001 -0.004
H -1.39723 -3.38085 -0.64686 -0.002 0.000 -0.001
C -1.46006 -1.25905 -2.12423 -0.020 0.037 -0.021
C -1.18485 2.19884 -1.81754 0.011 -0.005 -0.047
H 2.44061 1.29285 0.90630 0.006 0.030 0.017
H -1.22429 -7.10984 1.51504 -0.002 0.002 0.000
H -0.09618 -0.22364 -3.44843 0.006 -0.005 0.000
H -2.66088 -5.11618 1.16123 0.000 -0.002 0.006
H -1.09446 2.78315 2.63779 0.016 -0.019 0.014
H 0.70748 4.22812 2.04902 0.005 0.004 -0.010
H 0.12059 1.23810 3.72445 0.002 0.006 0.002
C -6.79210 -3.85485 0.52505 0.016 0.009 -0.012
C -4.16029 1.21487 0.09389 0.022 -0.014 -0.027
H 2.19606 0.43615 2.67146 0.002 0.004 -0.011
H -0.70852 -0.24940 3.34460 -0.008 -0.004 -0.003
H -0.02873 -2.82119 3.66929 0.004 -0.016 0.003
C 2.61834 0.69025 -2.04479 0.012 0.008 -0.013
C 0.85007 3.17276 1.81092 -0.015 -0.009 -0.019
H 2.20071 -2.93624 1.02669 0.005 -0.006 -0.003
H 4.49999 -1.89471 0.76026 -0.004 -0.001 0.005
Ti 0.40743 0.01625 -0.09313 0.398 0.124 0.087
H -4.55396 2.19101 0.38194 -0.006 -0.004 0.010
H -1.08540 2.86624 0.89395 -0.009 0.012 -0.023
C 0.17565 -6.03869 2.72110 -0.002 0.013 -0.003
H 3.02807 -2.44622 -1.14000 0.002 -0.002 -0.004
H 2.88867 -2.19730 2.45438 -0.005 -0.003 0.003
C -3.01392 -1.70681 6.26552 0.004 -0.007 -0.006
H 1.43984 2.77026 2.64028 0.000 -0.002 0.004
H 0.24227 -3.18324 -0.00926 0.003 -0.007 -0.001
H 1.10833 3.57661 -0.30015 -0.012 -0.004 0.001
H -4.10250 -2.32414 -0.77583 -0.006 0.008 -0.005
H -1.73275 0.44244 -3.41642 0.001 -0.007 -0.009
N 1.27248 -1.13850 1.61036 -0.078 -0.035 -0.123
H 2.58170 3.63749 0.64289 -0.001 0.001 -0.002
C 3.57310 -1.34042 0.59859 0.011 -0.006 -0.002
C -1.75633 -5.02660 1.75390 -0.009 0.014 -0.025
C -3.76346 0.38760 5.29855 0.005 -0.010 0.026
N 1.95868 1.69527 0.10361 -0.027 -0.102 0.053
N 2.14657 -0.55173 -1.37863 -0.029 -0.016 -0.039
C 1.64067 3.09654 0.52198 -0.010 0.004 -0.028
C -0.95795 -0.02111 -2.81000 0.021 -0.011 -0.010
C -2.92500 -1.38187 3.87295 -0.004 0.037 0.014
H -1.41641 0.71557 1.56206 -0.017 0.011 0.007
H 2.99645 2.70718 -1.44826 0.008 0.003 0.004
O -0.52705 0.89378 -1.76459 -0.143 0.050 -0.003
H 0.51783 -1.80156 1.82432 0.015 -0.005 0.004
C 0.03948 0.45236 2.97421 0.008 -0.008 -0.006
C -0.39351 -3.02577 -0.87532 -0.021 -0.017 -0.015
C 3.27788 -1.41402 -0.88899 0.004 0.019 0.004
C -0.51491 2.51700 1.75118 -0.001 0.020 0.030
H -2.39408 -1.07710 -1.58965 0.002 -0.015 0.018
C -3.45139 -0.09849 4.03983 0.032 0.009 0.008
H 1.40620 -4.82589 3.97670 -0.002 0.002 0.003
C -6.44468 -3.90181 1.86540 -0.010 0.003 -0.010
H -2.86659 -2.31367 7.14876 -0.001 0.001 0.000
```
Positions in Å, forces in eV/Å.

=====

# 2
The following is a quantum chemistry calculation of a 5-piece molecular cluster, C34H50F7N2O13PS5 overall at a distorted geometry, from the Open Molecules 2025 dataset.

Calculated values
Orbital gap in eV: 6.65
Calculated total energy in hartree: -5444.39308
SMILES: CCOCC1=C(S(=O)(=O)C(F)(F)C(F)(F)C(F)(F)F)C(=O)c2cc([PH2]=N)cc(CCN)c2C1=O.O=S1(=O)CCCC1.O=S1(=O)CCCC1.O=S1(=O)CCCC1.O=S1(=O)CCCC1
Total charge: 0

```
112
Properties=species:S:1:pos:R:3:forces:R:3
C 1.51795 -0.64142 -2.21456 0.201 -0.154 -0.174
C -0.84450 -1.04674 -0.57023 -0.430 0.206 -0.251
C -0.96653 -0.46400 -1.76654 -0.440 0.036 -0.091
H 1.44466 -0.06347 -4.83567 -0.020 -0.111 -0.467
C 5.53314 4.56571 -7.86732 0.065 0.272 -0.105
H 4.48666 -1.53552 -3.53532 0.075 -0.042 -0.070
C 2.53140 -0.74114 -3.17917 0.479 -0.213 0.184
H 5.58222 6.33557 -6.63446 -0.026 -0.001 -0.023
H 0.06861 2.46337 1.35469 0.011 -0.038 -0.026
C -0.33996 2.82929 0.40897 0.083 0.069 0.138
H -6.32069 -6.32572 5.35388 -0.012 -0.031 0.048
C 0.53054 -1.11569 0.03268 0.071 -0.142 -0.414
O 4.36261 3.62205 -5.71555 0.011 0.038 0.028
C 6.95698 4.09722 -5.65285 0.271 0.182 0.036
C 7.45486 5.25553 -6.52708 -0.042 -0.005 -0.057
C 0.39630 5.16675 0.71430 -0.329 0.032 0.120
F -5.10132 -2.55521 1.50503 0.151 -0.292 -0.333
F -4.11499 -2.23329 3.40858 0.274 -0.339 0.093
C 3.00233 1.35859 -4.49406 0.385 0.027 0.647
C 0.26084 0.08859 -2.45618 0.029 -0.320 0.499
H -2.33033 -1.31959 6.09575 -0.007 0.005 0.007
F -5.10598 0.57252 1.80218 -0.191 0.030 -0.098
H -0.97237 -1.46793 3.86186 0.034 0.021 0.013
H 0.24267 6.15264 0.28392 0.128 0.017 -0.021
H 3.48045 1.62826 -5.42292 -0.060 -0.233 -0.214
F -6.02498 -1.34976 3.01925 -0.163 0.050 0.072
O -1.73118 -1.92768 1.72306 -0.092 0.598 0.029
S 1.71127 4.34078 -0.19191 -0.165 -0.004 -0.106
H -1.13652 2.15852 0.10422 -0.090 -0.058 -0.010
O 2.03037 5.09424 -1.37686 0.176 -0.008 0.031
C 3.67753 -1.46457 -2.82335 -0.550 0.115 0.525
N 6.57105 -1.91033 -1.06990 -0.466 -0.304 -0.003
H -3.22253 -4.11777 -2.99445 -0.065 -0.214 0.100
H -1.62491 -3.76425 -2.32578 -0.038 -0.071 0.162
H -1.74606 -4.40262 -3.95026 -0.087 -0.048 -0.247
H 7.91971 6.02998 -5.91960 0.005 -0.008 0.013
H -0.05125 0.81722 3.88054 0.015 0.031 0.013
S -2.19489 -1.77019 0.37621 0.554 -1.417 0.774
H 1.41265 2.02090 -0.64687 0.138 0.096 -0.003
S 0.53011 0.86530 6.16566 -0.133 -0.027 -0.167
H -5.94379 -4.12570 4.30334 -0.004 -0.013 -0.008
O -8.68621 -4.99242 7.53042 -0.047 -0.060 0.068
H 6.26185 -0.94894 -1.14972 0.216 0.113 0.097
C 1.63249 -1.24717 -0.95333 0.344 -0.087 -0.549
C -7.03764 -5.52931 5.55080 0.093 0.140 -0.242
C -3.54477 -0.49699 0.50362 0.316 0.486 -0.227
C -0.58457 -1.07828 4.80058 -0.068 -0.013 0.087
H 3.56687 1.79729 -2.55378 0.006 0.143 0.065
H -4.56528 -4.52189 6.29206 -0.010 -0.017 -0.003
H -0.06484 -1.88967 5.31541 0.033 0.014 -0.004
H -1.97231 0.10304 -3.54088 0.062 0.270 -0.028
H 6.54940 6.47250 -8.10323 -0.005 0.004 -0.004
F -4.50148 -0.68890 -0.39543 -0.117 -0.269 -0.029
F -2.98473 0.70905 0.25231 0.120 0.112 0.138
H 5.16625 -3.72291 -0.09844 -0.340 -0.298 -0.289
H -5.11099 -2.85586 6.43081 0.001 0.003 0.005
O 0.14358 1.07715 -3.13292 -0.070 0.250 -0.426
H 6.61247 4.44337 -4.67996 -0.097 -0.041 -0.020
H -7.96359 -5.71804 5.01319 -0.058 -0.056 0.114
H -2.33839 0.14143 5.11757 0.008 0.016 -0.008
H 5.58531 -3.74804 -2.33325 -0.450 -0.435 0.278
C -2.24936 -0.28277 -2.56137 0.224 -0.263 -0.639
O 1.60787 0.23697 6.88562 0.061 0.099 0.054
H 4.65147 2.25682 -3.69277 -0.064 0.191 0.091
H -1.32776 -1.98013 -4.00844 0.065 0.173 0.096
O 5.86862 2.08401 -7.00702 -0.226 -0.110 0.144
O 0.47014 2.29716 6.01430 0.122 0.036 0.089
H 6.09123 4.11847 -8.68927 -0.007 -0.054 0.016
S 5.54194 3.39700 -6.51286 0.391 0.277 -0.336
H 3.05948 -0.69486 -5.24603 0.130 -0.129 -0.062
H -6.70475 -3.40760 8.14209 -0.096 -0.057 0.000
H 1.35629 -0.22695 4.21562 0.058 0.103 0.056
P 5.36133 -2.90174 -1.22706 1.220 1.465 -0.032
H 4.50652 4.75716 -8.17033 -0.040 -0.125 0.055
H 2.85581 -2.42655 0.34745 0.004 0.010 0.104
C -6.15941 -4.25406 7.72972 0.267 0.215 -0.080
S -7.36546 -5.52238 7.31103 0.158 -0.023 -0.096
C 2.77498 -1.95684 -0.62186 -0.045 0.242 -0.124
H 0.34618 3.05542 -1.63806 0.075 0.057 -0.036
H 8.20904 4.89095 -7.22696 -0.012 -0.016 -0.006
O -6.96288 -6.78085 7.88173 -0.140 -0.022 0.077
H -1.62312 1.11686 7.15328 0.111 0.063 0.054
C 2.49058 -0.10298 -4.54012 -0.710 0.626 0.621
C -0.84044 4.26879 0.58444 0.015 -0.025 -0.040
C -6.43452 -4.15614 5.27464 -0.009 0.049 0.079
C -1.02994 0.26451 6.83223 -0.323 -0.157 -0.026
C -2.32779 -2.33204 -3.73592 0.228 -0.241 -0.047
H -2.90609 0.45880 -2.11796 -0.160 -0.112 0.210
O -2.91182 -1.50974 -2.72520 -0.143 0.266 0.239
H -7.21962 -3.39688 5.27980 -0.018 -0.016 -0.025
C -1.69941 -0.52430 5.69923 0.074 0.003 -0.014
F -3.26989 0.05804 2.80026 0.252 -0.002 0.098
O 2.73539 3.94277 0.73782 0.118 0.026 -0.061
H 0.72093 5.26024 1.74881 0.099 -0.044 -0.023
C -4.86010 -1.68446 2.46571 -0.199 0.631 0.458
C -5.44781 -3.89181 6.41961 -0.017 -0.041 -0.028
C 3.79677 -2.05179 -1.56345 -0.081 -0.651 -0.338
H -0.79903 -0.36823 7.68685 0.112 0.026 -0.006
H -5.47824 -4.65413 8.47599 -0.099 -0.064 0.064
O 0.75227 -1.05259 1.20282 0.117 0.045 0.995
C 0.37439 0.08284 4.56415 -0.094 -0.230 -0.155
N 3.99853 1.53607 -3.42784 0.215 -0.397 -0.346
C -2.22880 -3.75190 -3.22734 0.019 0.238 0.012
H -1.42234 4.56207 -0.29186 0.026 -0.003 -0.016
H -2.93818 -2.25702 -4.63492 -0.131 -0.025 -0.103
C 6.24788 5.79240 -7.30841 0.019 -0.035 0.103
O -2.70872 -2.95610 -0.22550 -0.179 0.402 -0.615
C -4.16614 -0.38359 1.92269 -0.436 -0.087 -0.145
C 0.75883 2.89201 -0.64410 -0.173 -0.096 0.103
H -1.48730 4.36802 1.45479 0.005 0.003 0.004
H 7.70691 3.32083 -5.52579 -0.096 -0.094 0.035
H 2.18993 2.06437 -4.34929 -0.377 -0.133 -0.128
```
Positions in Å, forces in eV/Å.

=====

> calculated total energy of number 2 (C34H50F7N2O13PS5)?

-5444.39308 hartree

=====

> Which value of total charge does entry 1 give?

+3

=====

> calculated total energy of number 2 (C34H50F7N2O13PS5)?

-5444.39308 hartree